# C3H4N2O

A cluster of 2 separate species, C3H4N2O in total (the ωB97M-V functional and the def2-TZVPD basis, OMol25).

HOMO = -10.81 eV
E_tot = -8198.299 eV
LUMO = 0.850 eV
Charge = 0
Energy above the lowest of the compared OMol25 structures with the same formula, charge and spin = 539.0 kJ/mol
Gap between HOMO and LUMO = 11.66 eV
SMILES = [H]/N=C1/NO1.C#C

Element x y z (Å)
C (-2.388, 0.524, 0.036)
H (1.939, -1.897, -0.479)
H (0.281, 1.411, -0.105)
C (-1.714, -0.466, 0.159)
N (1.025, 1.069, 0.513)
O (2.227, 0.823, -0.426)
N (1.247, -1.382, 0.061)
H (-3.014, 1.384, -0.062)
H (-1.064, -1.313, 0.264)
C (1.461, -0.153, 0.039)

Forces on atoms 1 to 2 (eV/Å):
0.26 -0.48 0.06
0.01 0.04 0.02



# C17H52O17

A cluster of 9 separate species, C17H52O17 in total (the ωB97M-V functional and the def2-TZVPD basis, OMol25).

HOMO = -9.80 eV
E_tot = -53274.492 eV
LUMO = 0.317 eV
Charge = 0
Energy above the lowest of the compared OMol25 structures with the same formula, charge and spin = 109.8 kJ/mol
Gap between HOMO and LUMO = 10.12 eV
SMILES = OCCO.OCCO.OCCO.OCCO.OCCO.OCCO.OCCO.OCCO.CO

Element x y z (Å)
C (0.330, 0.425, 0.245)
C (2.273, -3.017, 1.565)
H (-1.242, -3.051, -0.807)
H (-0.776, 3.901, -3.261)
O (-1.572, -1.618, -2.245)
H (-0.207, -0.734, 3.826)
H (0.828, 1.898, 4.149)
C (0.957, 0.837, 3.918)
H (-1.438, 3.153, -5.136)
C (5.521, -0.364, -1.945)
H (3.322, -5.209, 3.221)
H (1.971, 1.714, -4.285)
O (2.638, -3.930, 0.532)
O (-3.584, 3.149, -0.815)
H (0.989, -0.357, 0.655)
H (-3.774, -3.630, 1.791)
C (4.015, -0.605, -2.149)
O (1.373, 5.159, -0.833)
H (0.509, 1.423, -6.134)
H (-3.635, 4.219, 2.343)
H (0.685, 0.433, 6.033)
O (5.999, 0.688, -2.765)
C (0.910, 3.829, -1.062)
H (6.092, -1.236, -2.264)
O (-0.212, 0.153, 3.442)
H (-1.150, 4.228, -0.518)
H (-2.080, 2.197, 1.050)
O (-0.985, 0.061, 0.654)
H (2.941, -3.238, 3.562)
H (-2.124, -3.401, 3.688)
C (-3.850, -2.836, 2.533)
C (1.360, 0.174, 5.210)
H (1.428, -2.386, 1.284)
O (-1.513, -2.581, 1.960)
C (-0.200, 1.600, -5.324)
H (-4.825, 4.363, 0.253)
O (-3.336, -4.052, -1.971)
H (1.235, 3.237, -0.201)
H (1.382, 3.347, -1.925)
H (2.072, -4.707, 0.610)
O (1.464, 1.553, -3.474)
H (-2.369, -1.657, 3.642)
C (-2.441, -2.574, 3.051)
H (3.738, -1.566, -1.692)
H (0.551, 0.495, -0.818)
O (-2.150, 2.941, 1.660)
C (0.251, 1.002, -3.975)
H (-4.751, -1.056, 2.511)
H (-1.141, 1.105, -5.571)
H (2.311, 0.564, 5.594)
H (-2.153, -3.840, -3.628)
H (-4.592, -3.157, 3.272)
C (-3.752, 4.124, 0.190)
H (-0.102, -3.100, -2.082)
H (3.135, -2.350, 1.625)
C (-1.175, -2.943, -1.898)
H (-1.390, -1.077, -1.473)
H (2.331, 5.155, -0.891)
C (2.151, -3.692, 2.951)
H (-1.020, 0.292, 1.593)
H (-0.782, 2.692, -1.380)
O (3.183, 0.423, -1.663)
H (-3.778, -3.203, -2.066)
H (-1.584, -4.967, -2.372)
H (1.872, -1.708, 5.715)
H (2.527, 0.624, -2.359)
H (-0.549, 1.271, -3.281)
H (-3.210, 5.048, -0.027)
H (-1.636, -1.712, 1.545)
H (5.393, 1.431, -2.636)
C (-0.585, 3.768, -1.325)
H (0.696, 1.337, 0.724)
O (2.389, -5.088, 3.045)
H (-4.151, 2.712, 1.784)
H (3.853, -0.771, -3.224)
O (-0.948, 4.472, -2.498)
H (1.635, 0.824, 3.062)
H (0.250, -0.088, -4.087)
O (1.415, -1.226, 5.024)
C (-3.437, 3.512, 1.534)
C (-2.044, -3.997, -2.552)
O (-4.459, -1.721, 1.886)
H (5.644, -0.172, -0.871)
H (-3.607, 3.528, -1.696)
O (-0.494, 2.983, -5.124)
H (1.179, -3.429, 3.372)

Forces on atoms 1 to 2 (eV/Å):
1.41 -0.82 1.42
1.20 -0.43 -0.46